Here is a 4-piece molecular cluster, C38H68Cl2N3O9PS2 overall at a distorted geometry from the OMol25 dataset. Energies are from ωB97M-V/def2-TZVPD.

Geometry as XYZ:
```
123
Properties=species:S:1:pos:R:3:forces:R:3
C 0.4151 0.4285 3.5446 1.376 1.280 -0.385
C 1.5878 -0.4641 3.1286 -0.078 -0.044 0.036
C 1.6002 -0.7250 1.6140 0.232 0.512 0.367
P 3.2447 -0.8470 0.7857 0.038 -0.245 0.327
C 4.5861 0.4401 0.9298 -0.078 0.112 0.273
C 4.4254 1.5223 2.0103 0.025 -0.039 -0.090
C 3.2322 2.4726 1.8807 0.125 0.225 0.095
C 3.5750 3.6229 0.9396 -0.260 -0.257 -0.437
C 2.4959 4.6979 0.6891 0.232 0.184 0.325
C 1.1186 4.5248 1.3174 -0.183 0.136 -0.136
C 0.1431 3.6660 0.5280 0.205 -0.062 0.030
C -1.2231 3.6151 1.1837 -0.234 0.363 0.005
C -2.2671 2.8463 0.3867 0.157 0.073 -0.313
C -2.1783 1.3511 0.5885 -0.262 -0.263 0.335
C -2.6283 0.8853 1.9698 -0.114 0.147 -0.122
C -2.1787 -0.5405 2.2154 -0.461 -0.367 -0.231
N -2.5229 -1.0593 3.5245 0.190 -0.169 0.390
C -3.7129 -1.6432 3.8888 0.095 -0.053 0.302
C -3.6339 -2.0202 5.2080 0.391 0.202 0.061
C -2.3458 -1.6493 5.6737 0.140 0.253 -0.799
C -1.6715 -1.0585 4.6124 -1.415 -1.284 1.141
C 4.0638 -1.8736 2.2423 -0.025 0.007 -0.676
C 5.1954 -2.7401 1.6756 0.060 0.187 0.285
C 4.8571 -4.2117 1.5090 0.210 -0.463 -0.175
S 4.3526 -4.6329 -0.2062 -0.413 0.459 0.029
C 3.0615 -5.7873 0.1705 0.294 -0.518 0.064
S 3.3532 -7.2142 0.8569 -0.155 0.164 0.039
N 1.7430 -5.3961 -0.1857 -0.099 0.030 -0.396
C 0.8554 -4.7131 0.6216 -0.836 0.018 -0.730
C -0.2956 -4.6052 -0.1309 0.718 -0.183 0.053
N -0.1293 -5.1798 -1.3693 0.855 -0.140 0.288
C 1.1088 -5.6468 -1.3773 -1.036 0.483 0.483
C 2.5823 0.0181 -0.8541 0.074 -0.141 0.130
Cl 1.0026 -0.6593 -1.3613 -0.154 -0.126 -0.198
C 3.5965 -0.1085 -1.9764 -0.458 -0.228 -0.228
C 3.5266 -1.3656 -2.8280 0.309 0.130 -0.075
Cl 3.4262 1.3235 -3.0646 0.292 0.188 -0.120
H -0.4178 0.3403 2.8495 0.810 0.575 0.921
H 0.0677 0.2020 4.5477 1.472 1.636 -0.440
H 0.7193 1.4730 3.5359 0.150 0.240 -0.104
H 2.5097 0.0067 3.4525 0.175 0.010 0.093
H 1.5222 -1.4110 3.6582 0.054 -0.173 0.092
H 1.0973 -1.6658 1.3992 -0.110 -0.050 -0.216
H 1.0423 0.0702 1.1286 -0.123 -0.011 -0.177
H 3.4621 -1.9865 -0.0231 0.075 -0.020 -0.077
H 4.7854 0.9481 -0.0059 -0.184 0.038 -0.178
H 5.4828 -0.1249 1.1719 0.178 -0.051 -0.042
H 5.3145 2.1458 1.9104 0.192 0.010 0.149
H 4.4932 1.0925 3.0059 -0.186 -0.190 0.125
H 2.9922 2.8665 2.8687 -0.024 0.030 0.098
H 2.3312 1.9755 1.5307 -0.125 -0.248 -0.009
H 3.8562 3.1856 -0.0215 0.059 -0.053 -0.092
H 4.4768 4.1053 1.3100 0.119 0.064 0.086
H 2.9000 5.6369 1.0653 0.003 0.136 -0.001
H 2.3670 4.8490 -0.3805 -0.014 -0.023 -0.166
H 0.6627 5.5154 1.3536 -0.013 0.145 0.146
H 1.1817 4.1956 2.3541 0.068 -0.132 0.122
H 0.5415 2.6609 0.3658 0.020 -0.131 -0.028
H 0.0389 4.1272 -0.4547 -0.019 -0.106 -0.223
H -1.1353 3.2277 2.2001 0.007 -0.068 0.094
H -1.5746 4.6432 1.2875 0.036 0.133 0.105
H -2.0999 3.0581 -0.6712 -0.037 0.066 -0.104
H -3.2717 3.2091 0.6010 -0.117 -0.039 0.182
H -2.7758 0.8285 -0.1583 0.042 -0.066 -0.155
H -1.1472 1.0380 0.4509 0.325 -0.125 -0.220
H -2.2130 1.5311 2.7442 0.029 0.012 0.120
H -3.7131 0.9638 2.0511 -0.092 -0.046 0.069
H -1.0938 -0.5800 2.1384 -0.695 -0.715 -0.628
H -2.5783 -1.1991 1.4458 -0.136 -0.106 -0.027
H -4.5394 -1.7849 3.2146 0.084 0.138 -0.276
H -4.3844 -2.5171 5.7949 -0.210 -0.034 -0.102
H -1.9435 -1.8080 6.6581 0.043 -0.003 0.090
H -0.6685 -0.6684 4.6076 -1.871 -1.649 0.046
H 3.3293 -2.5240 2.7125 -0.182 0.029 0.144
H 4.4664 -1.2020 2.9934 -0.067 0.046 0.288
H 6.0565 -2.7145 2.3417 0.126 0.150 0.037
H 5.5406 -2.3297 0.7217 0.143 -0.030 -0.131
H 4.0372 -4.5162 2.1487 -0.099 0.036 0.146
H 5.7086 -4.8368 1.7579 0.086 -0.085 -0.018
H 1.0660 -4.3951 1.6258 0.218 -0.095 0.061
H -1.2328 -4.1665 0.1608 -0.050 0.077 0.039
H 1.5614 -6.1720 -2.1985 0.214 -0.062 0.025
H 2.3824 1.0662 -0.6633 0.027 0.247 0.092
H 4.5958 -0.0592 -1.5649 0.157 0.224 0.047
H 2.7903 -1.2544 -3.6137 -0.296 -0.155 0.032
H 3.3225 -2.2449 -2.2236 -0.141 -0.090 0.063
H 4.4890 -1.5098 -3.3128 0.095 -0.027 -0.083
C -0.4219 -1.6591 -4.4803 -0.058 -0.022 0.184
O -1.3126 -1.4717 -5.5858 -0.049 -0.007 0.028
C -0.9518 -2.1183 -6.6907 -0.067 0.075 0.000
O 0.0257 -2.8058 -6.8189 0.153 -0.092 -0.010
O -1.8549 -1.8679 -7.6363 -0.063 0.022 -0.034
C -1.5848 -2.5035 -8.8883 -0.060 0.004 -0.102
H -0.8309 -1.0726 -3.6639 -0.044 0.029 -0.042
H -0.3731 -2.7095 -4.1954 0.037 0.022 -0.043
H 0.5702 -1.2954 -4.7329 0.093 -0.050 0.009
H -1.5702 -3.5853 -8.7739 0.043 -0.011 0.020
H -0.6331 -2.1653 -9.2928 0.034 -0.023 0.025
H -2.3954 -2.2094 -9.5477 -0.018 0.020 0.022
C -6.7880 0.4847 5.3367 0.183 0.027 0.146
O -7.8508 1.0878 4.5919 0.017 0.047 0.040
C -8.4407 0.2668 3.7285 -0.017 0.114 -0.003
O -8.1498 -0.8837 3.5363 0.050 -0.168 -0.032
O -9.4098 0.9372 3.1079 -0.035 0.038 -0.012
C -10.1301 0.1661 2.1429 -0.094 0.033 -0.072
H -6.3954 1.2586 5.9891 -0.076 0.072 -0.030
H -7.1627 -0.3427 5.9357 0.001 -0.057 -0.057
H -5.9974 0.1343 4.6767 -0.035 -0.072 -0.025
H -10.6160 -0.6842 2.6168 0.034 -0.033 0.005
H -9.4640 -0.1843 1.3574 0.022 -0.038 0.017
H -10.8752 0.8375 1.7278 0.008 0.026 0.017
C 0.7684 1.3164 -5.6782 -0.005 -0.150 0.031
O 0.9553 2.4608 -6.5180 0.030 -0.020 -0.043
C 0.1616 3.4849 -6.2250 0.070 -0.002 -0.041
O -0.6549 3.5193 -5.3432 -0.101 0.004 0.113
O 0.4260 4.4761 -7.0760 0.021 0.047 -0.057
C -0.3641 5.6492 -6.8712 0.005 0.097 -0.061
H 1.4829 0.5749 -6.0246 0.036 0.041 -0.048
H 0.9735 1.5663 -4.6398 -0.048 0.002 0.023
H -0.2450 0.9301 -5.7762 -0.018 0.061 0.012
H -0.1922 6.0593 -5.8782 -0.028 -0.026 0.030
H -1.4217 5.4265 -6.9966 -0.015 -0.019 0.042
H -0.0403 6.3573 -7.6277 0.023 -0.018 -0.015
```
Forces are in eV/Å.

Summary:
E = -119407.5750 eV
Frontier orbital gap = 6.87 eV
E_HOMO = -8.2 eV
M = 876.99 g/mol
Charge = 0
LUMO energy = -0.0470 hartree
Structure (SMILES) = CCC[PH](CCCCCCCCCCCCn1cccc1)(CCCSC(=S)n1ccnc1)[C@H](Cl)[C@@H](C)Cl.COC(=O)OC.COC(=O)OC.COC(=O)OC